DFT (the ωB97M-V functional and the def2-TZVPD basis) results for a molecular structure, C16H18F3O21Pb at a distorted geometry.

Atoms and positions in Å:
Pb 0.6300 -1.4093 -0.0600
O 0.2052 -1.7902 4.2273
C 0.4864 -1.4659 2.9345
O -0.5007 -1.0312 2.2591
O 1.5765 -1.7633 2.4016
H -0.7487 -1.6058 4.1093
O 4.8052 -2.2190 -1.0460
C 3.5203 -1.7879 -0.8417
O 2.5657 -2.4726 -1.3221
O 3.2912 -0.7065 -0.2510
H 4.4946 -2.8962 -1.6824
O -1.8386 -4.9626 -0.7533
C -1.0767 -3.8440 -0.5837
O -1.1316 -2.9778 -1.5042
O -0.4410 -3.6409 0.4756
H -2.1508 -4.7446 -1.6468
C -4.6439 2.4751 1.3040
C -4.3392 2.1600 -0.1796
C -3.2204 3.0562 -0.7278
O -2.0526 2.2355 -0.5927
C -2.4064 0.9447 -0.4239
O -1.7333 -0.0258 -0.4873
O -3.7509 0.8738 -0.2410
H -5.0715 1.6245 1.8300
H -5.4402 3.2256 1.3212
H -3.7562 2.8717 1.7930
H -5.2426 2.1008 -0.7836
H -3.0586 3.9090 -0.0730
H -3.4095 3.3242 -1.7669
C 0.8895 4.6813 0.4941
C 0.2982 4.3608 1.8615
O 0.6872 3.0349 1.9976
C 0.8672 2.4549 0.7649
O 0.9815 1.2908 0.6286
O 0.9540 3.4235 -0.1732
F -1.0731 4.4081 1.7688
H 1.9194 5.0380 0.5714
H 0.3208 5.3482 -0.1507
H 0.7036 5.0117 2.6302
C 2.5385 -4.6214 1.2616
C 2.4747 -4.9637 2.7493
O 3.8020 -4.7031 3.1789
C 4.6136 -4.5478 2.0988
O 5.7990 -4.4265 2.1750
O 3.9311 -4.7089 0.9702
F 2.1509 -6.2718 2.9244
H 2.0774 -3.6496 1.1260
H 1.9799 -5.3446 0.6737
H 1.8136 -4.2995 3.3024
C -0.3705 2.9255 -3.6941
C -0.8341 1.7909 -4.6438
O -0.7651 0.6548 -3.8442
C 0.2379 0.8804 -2.9494
O 0.7730 -0.0116 -2.3839
O 0.4754 2.1915 -2.8176
F 0.1134 1.7275 -5.6443
H -1.2885 3.2654 -3.2109
H 0.1803 3.6674 -4.2607
H -1.8124 1.9352 -5.0937

Its energy above the lowest of the compared OMol25 structures with the same formula, charge and spin is 0.000 eV. Its orbital gap is 7.07 eV. As for the total energy: -2693.26989 Ha. As for the total charge: -1. The multiplicity is 1.